[1]
12
Properties=species:S:1:pos:R:3 method="wB97M-V/def2-TZVPD" total_charge=0 multiplicity=1 de_lowest_ev=0.012 smiles=CC(C)O homo_ev=-10.28
C -1.103 -0.623 0.566
C -0.186 0.204 -0.324
C 1.289 -0.132 -0.138
O -0.428 1.575 -0.034
H -2.144 -0.332 0.397
H -0.997 -1.690 0.335
H -0.870 -0.470 1.625
H -0.466 0.001 -1.370
H 1.496 -1.175 -0.404
H 1.903 0.510 -0.779
H 1.595 0.037 0.901
H -0.088 2.095 -0.776



[2]
119
Properties=species:S:1:pos:R:3 method="wB97M-V/def2-TZVPD" total_charge=-2 multiplicity=1 de_lowest_ev=0.489 homo_ev=-2.61
Sr -0.341 0.566 0.686
C -2.906 -1.070 0.448
Si -3.263 0.097 -0.982
C -4.906 0.903 -0.544
C -3.554 -1.008 -2.480
N -1.946 1.168 -1.108
C -1.895 2.149 -2.063
C -2.879 2.361 -3.061
C -2.751 3.294 -4.077
C -1.611 4.084 -4.167
C -0.633 3.929 -3.195
C -0.791 3.022 -2.167
O 0.216 2.918 -1.212
C 0.660 4.110 -0.678
C 2.016 4.221 -0.423
C 2.497 5.387 0.155
C 1.636 6.431 0.469
C 0.280 6.302 0.192
C -0.218 5.141 -0.385
H -3.685 -1.837 0.450
H -2.940 -0.578 1.425
H -1.953 -1.610 0.381
H -5.630 0.138 -0.250
H -5.338 1.481 -1.363
H -4.772 1.582 0.301
H -4.547 -1.466 -2.431
H -2.817 -1.815 -2.505
H -3.477 -0.467 -3.423
H -3.774 1.754 -3.035
H -3.545 3.392 -4.808
H -1.479 4.799 -4.968
H 0.275 4.520 -3.220
H 2.676 3.401 -0.669
H 3.555 5.466 0.370
H 2.015 7.331 0.935
H -0.405 7.102 0.445
H -1.273 5.030 -0.600
Cl -0.057 6.986 4.855
C 0.215 5.553 3.916
C -0.840 4.912 3.277
Cl -2.445 5.555 3.401
C -0.610 3.782 2.516
Cl -1.915 2.993 1.671
C 0.679 3.216 2.339
O 0.872 2.177 1.634
C 1.729 3.893 3.014
Cl 3.317 3.246 2.837
C 1.499 5.026 3.772
Cl 2.831 5.829 4.539
F 8.517 -1.235 -4.809
C 7.429 -0.576 -4.353
C 6.186 -0.783 -4.921
F 6.063 -1.656 -5.942
C 5.081 -0.101 -4.439
F 3.915 -0.368 -5.057
C 5.136 0.819 -3.390
Se 3.602 1.744 -2.752
C 6.411 0.989 -2.849
F 6.619 1.841 -1.827
C 7.535 0.321 -3.308
F 8.740 0.534 -2.742
C 1.839 -3.336 1.224
N 2.986 -2.609 0.690
C 3.374 -1.400 1.148
S 2.486 -0.600 2.315
N 4.514 -0.910 0.598
C 4.989 0.441 0.828
H 1.451 -4.005 0.455
H 1.052 -2.631 1.502
H 2.097 -3.913 2.115
H 3.639 -3.110 0.111
H 4.773 -1.307 -0.294
H 4.810 0.699 1.868
H 4.482 1.158 0.178
H 6.058 0.467 0.621
N -6.922 -4.331 4.284
C -5.553 -4.171 4.007
C -4.618 -4.174 5.034
C -3.264 -4.041 4.754
C -2.833 -3.905 3.445
C -3.766 -3.925 2.412
C -5.113 -4.057 2.688
S -1.115 -3.695 3.073
O -0.871 -4.487 1.886
O -0.427 -4.056 4.297
N -0.942 -2.195 2.675
C -0.960 -1.226 3.608
S -0.953 -1.452 5.348
C -0.983 0.255 5.565
C -0.962 0.864 4.364
N -0.955 0.048 3.260
H -7.187 -4.020 5.207
H -7.526 -3.932 3.581
H -4.951 -4.275 6.061
H -2.533 -4.043 5.550
H -3.421 -3.843 1.389
H -5.833 -4.070 1.878
H -0.976 0.712 6.538
H -0.946 1.934 4.225
C 0.168 -0.435 -3.203
P 0.748 -1.517 -1.837
C 2.425 -1.868 -2.490
C -0.124 -3.088 -2.183
C -0.176 -3.674 -3.448
C -0.842 -4.874 -3.644
C -1.454 -5.514 -2.570
C -1.392 -4.952 -1.304
C -0.733 -3.743 -1.117
H 0.325 -0.908 -4.176
H 0.757 0.485 -3.181
H -0.881 -0.181 -3.070
H 2.401 -2.005 -3.574
H 2.823 -2.766 -2.021
H 3.063 -1.007 -2.282
H 0.297 -3.181 -4.291
H -0.880 -5.313 -4.633
H -1.968 -6.455 -2.721
H -1.838 -5.446 -0.450
H -0.667 -3.339 -0.115



[3]
108
Properties=species:S:1:pos:R:3 method="wB97M-V/def2-TZVPD" total_charge=0 multiplicity=3 de_lowest_ev=1.815 s2=2.01 homo_ev="-8.67 / -9.08"
C -0.507 -5.119 -3.611
C 0.398 -4.638 -4.790
C 1.815 -4.150 -4.366
C 1.822 -2.962 -3.338
C 2.709 -1.760 -3.847
C 3.546 -1.102 -2.695
C 3.129 0.392 -2.404
C 3.675 0.716 -0.961
C 3.419 2.191 -0.531
C 3.187 2.269 1.021
C 3.431 3.722 1.571
C 2.141 4.613 1.417
C 2.388 6.105 1.823
C 1.855 6.492 3.239
C 0.329 6.219 3.465
B -0.597 7.472 3.069
S -0.902 7.769 1.236
H -1.334 -5.714 -4.065
H -1.003 -4.252 -3.130
H -0.004 -5.793 -2.894
H -0.114 -3.848 -5.375
H 0.554 -5.522 -5.451
H 2.320 -3.791 -5.291
H 2.441 -4.974 -3.971
H 2.351 -3.338 -2.431
H 0.821 -2.629 -3.004
H 2.051 -1.026 -4.365
H 3.444 -2.136 -4.593
H 4.611 -1.084 -3.004
H 3.446 -1.651 -1.734
H 3.622 1.059 -3.142
H 2.034 0.537 -2.480
H 4.758 0.456 -1.000
H 3.196 -0.031 -0.291
H 4.334 2.783 -0.757
H 2.555 2.612 -1.079
H 2.180 1.895 1.294
H 3.950 1.631 1.520
H 3.665 3.682 2.653
H 4.231 4.193 0.969
H 1.913 4.610 0.326
H 1.291 4.125 1.930
H 1.924 6.752 1.056
H 3.492 6.247 1.855
H 2.007 7.593 3.347
H 2.477 6.016 4.022
H 0.110 5.994 4.532
H -0.058 5.354 2.873
H -1.080 8.216 3.860
H -0.257 8.939 0.906
C -2.857 1.671 -3.506
C -1.956 0.805 -2.584
C -2.764 -0.358 -1.984
C -3.727 0.066 -0.882
C -2.993 0.867 0.189
C -2.214 2.057 -0.390
N -1.345 1.665 -1.534
O -0.305 1.030 -1.049
C -3.215 3.147 -0.822
C -1.399 2.717 0.735
C -0.900 0.199 -3.526
H -2.609 1.535 -4.560
H -3.917 1.431 -3.398
H -2.730 2.737 -3.326
H -2.079 -1.106 -1.568
H -3.321 -0.866 -2.777
H -4.556 0.648 -1.298
H -4.178 -0.820 -0.428
H -3.710 1.220 0.935
H -2.308 0.197 0.720
H -2.704 3.974 -1.320
H -3.727 3.563 0.048
H -4.000 2.782 -1.483
H -0.725 2.017 1.229
H -2.068 3.107 1.506
H -0.809 3.553 0.353
H -0.275 0.978 -3.970
H -1.392 -0.339 -4.339
H -0.251 -0.520 -3.024
C -0.825 -5.135 4.146
C -1.064 -3.605 4.022
C -2.521 -3.323 3.617
C -2.824 -3.635 2.156
C -1.828 -2.930 1.241
C -0.369 -3.234 1.608
N -0.090 -3.025 3.056
O -0.025 -1.730 3.274
C -0.044 -4.685 1.200
C 0.556 -2.380 0.728
C -0.863 -3.061 5.446
H -0.711 -5.444 5.186
H -1.647 -5.721 3.731
H 0.097 -5.450 3.660
H -2.755 -2.268 3.796
H -3.198 -3.896 4.257
H -2.808 -4.715 1.982
H -3.838 -3.304 1.913
H -2.019 -3.220 0.204
H -2.007 -1.849 1.292
H 0.960 -4.969 1.524
H -0.074 -4.792 0.113
H -0.750 -5.417 1.591
H 0.351 -1.313 0.815
H 0.422 -2.638 -0.326
H 1.606 -2.549 0.980
H 0.164 -3.213 5.785
H -1.525 -3.584 6.140
H -1.101 -2.000 5.529



[4]
13
Properties=species:S:1:pos:R:3 method="wB97M-V/def2-TZVPD" total_charge=0 multiplicity=1 de_lowest_ev=3.788 smiles=C#CC[C@H](O)C#C homo_ev=-10.20
O -0.258 -0.671 1.775
C 0.337 -0.929 0.522
C -0.722 -0.906 -0.600
C -1.234 0.452 -0.792
C -1.562 1.607 -0.883
C 1.446 0.010 0.266
C 2.326 0.822 0.136
H -0.520 0.262 1.773
H 0.740 -1.945 0.590
H -1.530 -1.583 -0.298
H -0.298 -1.289 -1.536
H -1.836 2.634 -0.981
H 3.111 1.537 0.028



no.,DFT total energy (eV),strongest force on any atom (eV/Å)
1,-5288.13898,0.42
2,-258662.70644,1.36
3,-53922.84687,3.18
4,-8362.71847,0.55